{
  "formula": "C36H76BeFN4O4",
  "method": "ωB97M-V/def2-TZVPD",
  "e_lumo_ev": -8.123,
  "de_lowest_kj_mol": 674.2,
  "homo_ev": -9.95,
  "total_charge": 1,
  "homo_lumo_gap_ev": 1.83,
  "symbols": ["Be", "F", "C", "C", "C", "C", "C", "C", "N", "O", "C", "C", "C", "H", "H", "H", "H", "H", "H", "H", "H", "H", "H", "H", "H", "H", "H", "H", "H", "H", "H", "H", "C", "C", "C", "C", "C", "C", "N", "O", "C", "C", "C", "H", "H", "H", "H", "H", "H", "H", "H", "H", "H", "H", "H", "H", "H", "H", "H", "H", "H", "H", "C", "C", "C", "C", "C", "C", "N", "O", "C", "C", "C", "H", "H", "H", "H", "H", "H", "H", "H", "H", "H", "H", "H", "H", "H", "H", "H", "H", "H", "H", "C", "C", "C", "C", "C", "C", "N", "O", "C", "C", "C", "H", "H", "H", "H", "H", "H", "H", "H", "H", "H", "H", "H", "H", "H", "H", "H", "H", "H", "H"],
  "positions_angstrom": [[0.550, 2.441, 0.335], [0.482, 0.124, -1.749], [-2.353, 3.690, -2.143], [-3.632, 3.419, -1.238], [-4.345, 2.291, -2.078], [-4.489, 0.972, -1.350], [-5.075, 1.274, 0.080], [-4.122, 2.126, 0.967], [-3.201, 2.971, 0.146], [-2.575, 3.971, 0.896], [-5.055, 3.001, 1.863], [-3.173, 1.107, 1.748], [-4.479, 4.656, -1.091], [-2.654, 3.917, -3.166], [-1.542, 2.966, -2.225], [-1.875, 4.635, -1.882], [-5.311, 2.560, -2.506], [-3.769, 2.090, -2.982], [-3.503, 0.545, -1.166], [-4.983, 0.162, -1.887], [-5.273, 0.315, 0.558], [-6.005, 1.802, -0.127], [-5.463, 3.883, 1.369], [-5.876, 2.501, 2.377], [-4.463, 3.328, 2.717], [-2.973, 0.262, 1.089], [-2.359, 1.510, 2.351], [-3.843, 0.631, 2.464], [-4.415, 5.127, -2.072], [-4.095, 5.493, -0.508], [-5.510, 4.552, -0.755], [-3.235, 4.668, 0.927], [2.106, 6.607, -0.055], [3.556, 6.183, -0.306], [4.252, 6.335, 1.065], [5.613, 5.643, 1.252], [5.372, 4.164, 0.951], [4.795, 3.951, -0.481], [3.554, 4.743, -0.620], [2.751, 4.442, -1.737], [5.760, 4.113, -1.688], [4.378, 2.434, -0.449], [4.311, 7.018, -1.301], [2.093, 7.648, 0.269], [1.518, 6.028, 0.657], [1.695, 6.486, -1.057], [4.389, 7.401, 1.248], [3.581, 5.934, 1.825], [5.964, 5.784, 2.274], [6.438, 6.045, 0.664], [4.751, 3.747, 1.743], [6.369, 3.722, 0.970], [6.625, 3.451, -1.655], [5.239, 3.718, -2.560], [6.080, 5.100, -2.023], [5.297, 1.946, -0.123], [3.762, 2.180, 0.414], [4.011, 1.966, -1.362], [5.386, 7.060, -1.125], [3.974, 8.053, -1.236], [4.229, 6.592, -2.301], [3.091, 4.964, -2.468], [2.480, -3.966, 3.890], [1.225, -3.043, 3.576], [0.042, -4.001, 3.051], [-0.643, -4.626, 4.303], [-1.110, -3.472, 5.252], [-0.024, -2.576, 5.755], [0.852, -2.114, 4.688], [1.883, -1.227, 5.063], [-0.754, -1.386, 6.375], [0.671, -3.388, 6.861], [1.608, -2.176, 2.368], [2.159, -4.734, 4.593], [3.267, -3.412, 4.403], [2.874, -4.427, 2.984], [-0.645, -3.559, 2.329], [0.481, -4.789, 2.439], [-0.005, -5.350, 4.811], [-1.486, -5.242, 3.989], [-1.537, -4.023, 6.090], [-1.907, -2.892, 4.786], [-1.510, -1.600, 7.131], [-0.079, -0.632, 6.781], [-1.308, -0.885, 5.581], [1.134, -4.331, 6.568], [1.435, -2.713, 7.245], [0.073, -3.513, 7.764], [0.985, -1.299, 2.190], [1.832, -2.780, 1.489], [2.594, -1.760, 2.577], [1.568, -0.439, 4.615], [0.825, -6.184, -2.431], [0.218, -5.300, -3.618], [0.134, -6.305, -4.812], [-0.843, -5.823, -5.876], [-2.201, -5.407, -5.308], [-2.199, -4.470, -4.003], [-1.099, -4.831, -3.149], [-0.983, -4.042, -2.041], [-2.170, -2.940, -4.450], [-3.548, -4.693, -3.231], [1.117, -4.128, -4.017], [1.832, -6.550, -2.631], [0.224, -7.058, -2.183], [0.779, -5.604, -1.509], [1.068, -6.152, -5.352], [-0.124, -7.333, -4.558], [-0.901, -6.692, -6.531], [-0.344, -4.998, -6.383], [-2.846, -6.277, -5.187], [-2.570, -4.892, -6.195], [-1.372, -2.832, -5.185], [-3.108, -2.576, -4.869], [-1.891, -2.136, -3.769], [-3.536, -5.588, -2.608], [-3.804, -3.841, -2.601], [-4.443, -4.764, -3.849], [0.544, -3.597, -4.777], [1.984, -4.414, -4.613], [1.280, -3.402, -3.221], [-0.507, -3.264, -2.341]],
  "forces_ev_per_a": [[0.02, -0.85, -1.23], [0.00, 1.18, 1.10], [-0.26, 1.74, 0.61], [1.29, -0.84, 0.08], [-0.07, -0.80, -0.16], [0.79, 0.13, 2.00], [0.70, -0.29, -1.86], [0.06, -0.19, 0.09], [-0.30, -1.95, -1.58], [0.00, -0.51, -0.44], [1.24, -0.16, 1.08], [-2.52, 0.28, 0.08], [-0.05, 1.35, -1.24], [-0.38, -0.32, -0.05], [-0.48, -0.62, 0.44], [0.17, 0.15, 0.53], [-0.25, 0.59, 0.53], [0.24, 0.15, 0.11], [0.37, 0.07, -0.12], [-0.57, 0.44, -0.07], [-0.21, 0.23, 0.33], [-0.19, 0.03, 0.47], [0.08, -0.16, -0.21], [-0.08, -0.53, -0.59], [0.15, 0.48, 0.01], [0.85, 0.38, -0.19], [0.18, 0.18, -0.56], [-0.06, -0.01, 0.45], [-0.83, 0.06, -0.28], [0.58, -0.27, 0.50], [0.03, -0.50, -0.36], [-0.06, 0.72, 0.38], [0.29, 0.40, -1.58], [0.52, -1.08, 2.71], [0.89, 0.23, 0.25], [-0.85, -0.17, -0.10], [1.26, 1.33, -0.83], [-1.03, -1.57, 0.27], [-0.29, 0.06, 0.73], [0.44, -0.33, 0.45], [-0.28, -0.37, -0.59], [1.09, 0.20, 0.37], [0.20, 0.39, -0.69], [-0.11, 0.03, -0.22], [0.48, -0.32, -0.01], [-0.90, 0.48, 0.21], [-0.31, 0.14, 0.04], [-0.05, 0.06, 0.13], [-0.22, -0.11, 0.17], [-0.24, 0.10, -0.46], [-0.15, -0.22, -0.30], [-0.19, -0.63, 0.02], [0.11, 0.14, 0.57], [-0.32, -0.03, -0.09], [0.03, 0.15, 0.72], [0.24, -0.38, -0.54], [-0.69, 0.45, -0.11], [-0.02, 0.34, 0.01], [-0.04, -0.24, 0.33], [-0.19, -0.05, -0.43], [-0.31, 0.51, -0.31], [0.19, 0.19, -0.58], [-1.15, 0.59, 0.69], [0.32, -0.48, -1.47], [0.80, -0.18, 2.00], [-0.37, 1.15, -0.95], [-0.53, -2.14, -1.48], [-0.20, -0.52, 1.56], [-1.13, -1.42, -1.33], [-0.48, -0.69, -0.01], [0.14, 1.08, -0.29], [1.26, 1.33, 0.77], [1.55, 0.34, 0.55], [0.11, -0.23, -0.16], [0.00, 0.21, -0.21], [-0.11, 0.07, 0.02], [-0.23, 0.69, 0.55], [0.51, -0.04, 0.18], [0.35, 0.32, 0.08], [-0.29, 0.21, 0.02], [-0.19, 0.54, 0.30], [-0.04, -0.08, -0.27], [0.29, -0.55, 0.09], [0.17, -0.13, 0.16], [-0.01, 0.08, -0.21], [-0.18, 0.12, -0.14], [0.65, -0.23, -0.05], [-0.55, -0.31, -0.37], [-0.53, -0.43, -0.23], [-0.70, 0.00, -0.16], [0.21, 0.27, 0.16], [0.33, 0.45, 0.12], [-0.58, 1.02, 0.07], [0.68, -2.65, 0.97], [-0.55, 1.88, -0.33], [0.43, -0.39, 1.21], [0.44, 0.53, -0.34], [-1.61, 0.36, -1.24], [0.54, -1.20, -0.80], [-0.33, 0.13, 0.57], [0.86, -0.21, -0.52], [0.01, 0.26, 0.17], [-1.02, 0.46, -0.84], [0.05, 0.35, -0.16], [-0.31, -0.01, -0.56], [0.51, 0.16, -0.03], [0.48, -1.10, 0.54], [0.45, 0.14, 0.41], [-0.51, 0.43, -0.55], [-0.36, 0.09, -0.33], [0.08, 0.01, 0.43], [-0.93, 0.56, 0.54], [-0.24, -0.09, -0.54], [-0.09, -0.55, -0.21], [-0.09, -0.57, 0.99], [0.25, -0.01, -0.04], [0.47, 0.03, 0.29], [0.35, -0.15, -0.67], [-0.14, 0.35, -0.03], [0.43, -0.17, 0.85], [0.58, -0.25, 0.02], [0.20, 0.72, 0.18]],
  "mulliken_charge": [0.878, -0.549, -2.201, 1.992, -1.255, -0.785, -1.194, 1.322, 0.331, -0.338, -1.732, -1.794, -2.041, 0.473, 0.453, 0.375, 0.383, 0.520, 0.263, 0.501, 0.535, 0.410, 0.343, 0.344, 0.450, 0.273, 0.421, 0.446, 0.467, 0.439, 0.366, 0.289, -1.711, 1.324, -1.355, -0.741, -1.190, 1.445, 0.333, -0.312, -1.623, -1.799, -1.378, 0.407, 0.314, 0.435, 0.432, 0.376, 0.411, 0.346, 0.365, 0.470, 0.420, 0.451, 0.293, 0.438, 0.342, 0.352, 0.364, 0.437, 0.217, 0.349, -1.699, 1.454, -1.067, -0.802, -1.163, 1.403, 0.602, -0.453, -1.768, -1.779, -2.046, 0.348, 0.387, 0.448, 0.395, 0.440, 0.334, 0.420, 0.441, 0.385, 0.381, 0.393, 0.352, 0.314, 0.406, 0.452, 0.357, 0.382, 0.483, 0.345, -1.874, 1.169, -0.964, -0.737, -1.030, 1.636, 0.097, -0.248, -1.758, -1.911, -1.540, 0.404, 0.433, 0.353, 0.313, 0.414, 0.382, 0.333, 0.453, 0.348, 0.436, 0.398, 0.389, 0.442, 0.345, 0.417, 0.403, 0.383, 0.446, 0.328]
}


{
  "formula": "C3H6O2",
  "method": "ωB97M-V/def2-TZVPD",
  "e_lumo_ev": 0.788,
  "de_lowest_kj_mol": 116.6,
  "homo_ev": -10.42,
  "homo_lumo_gap_ev": 11.21,
  "smiles": "C[C@@H](O)C=O",
  "symbols": ["C", "C", "O", "C", "O", "H", "H", "H", "H", "H", "H"],
  "positions_angstrom": [[-0.661, 0.719, 0.873], [0.093, -0.447, 0.229], [-0.787, -1.393, -0.307], [0.990, 0.042, -0.840], [0.933, -0.339, -2.002], [-1.328, 0.334, 1.649], [0.029, 1.435, 1.333], [-1.269, 1.242, 0.128], [0.737, -0.916, 0.994], [-0.562, -1.464, -1.254], [1.818, 0.780, -0.821]],
  "forces_ev_per_a": [[-0.06, 0.08, 0.06], [-0.19, 0.06, 0.67], [-0.04, -0.06, -0.16], [1.79, 0.67, -3.07], [-1.06, -0.71, 0.77], [0.11, 0.02, -0.12], [-0.06, -0.12, -0.07], [0.10, -0.11, 0.07], [-0.10, 0.05, -0.10], [-0.06, -0.04, 0.16], [-0.42, 0.16, 1.78]],
  "nbo_charge": [-0.616, -0.012, -0.706, 0.387, -0.547, 0.230, 0.213, 0.218, 0.190, 0.491, 0.153]
}


{
  "formula": "CH12O6",
  "method": "ωB97M-V/def2-TZVPD",
  "e_lumo_ev": 0.441,
  "de_lowest_kj_mol": 15.9,
  "homo_ev": -10.71,
  "homo_lumo_gap_ev": 11.15,
  "smiles": "C=O.O.O.O.O.O",
  "symbols": ["C", "O", "H", "H", "O", "H", "H", "O", "H", "H", "O", "H", "H", "O", "H", "H", "O", "H", "H"],
  "positions_angstrom": [[3.156, -0.395, 1.522], [2.639, 0.557, 2.043], [3.745, -1.121, 2.115], [2.910, -0.734, 0.499], [-1.557, -2.291, -1.435], [-1.827, -1.962, -0.561], [-2.244, -1.962, -2.031], [-0.840, 2.149, -1.506], [-1.605, 2.617, -1.848], [-0.629, 1.482, -2.175], [-0.674, 1.382, 1.261], [-0.600, 1.934, 0.471], [0.231, 1.303, 1.574], [0.498, -0.409, -2.387], [-0.053, -1.154, -2.115], [0.899, -0.123, -1.540], [-2.039, -1.000, 1.250], [-1.501, -0.202, 1.356], [-2.754, -0.903, 1.875]],
  "forces_ev_per_a": [[-0.84, -0.86, 0.54], [0.18, 0.16, -0.32], [0.33, 0.31, -0.10], [0.21, 0.38, -0.15], [-0.17, 0.24, -0.12], [0.08, 0.05, 0.12], [0.14, -0.15, 0.13], [0.02, 0.08, -0.11], [-0.07, 0.10, 0.00], [0.14, -0.20, 0.16], [0.26, 0.06, 0.25], [-0.26, -0.15, -0.40], [0.23, 0.00, 0.22], [0.49, 0.59, 0.76], [-0.37, -0.31, 0.07], [-0.26, -0.18, -0.74], [0.06, -0.54, -0.28], [0.12, 0.44, -0.21], [-0.28, -0.04, 0.19]],
  "nbo_charge": [0.290, -0.510, 0.112, 0.108, -0.974, 0.510, 0.470, -0.977, 0.476, 0.504, -0.979, 0.509, 0.485, -0.973, 0.501, 0.464, -0.995, 0.506, 0.472]
}